Entry 1:
Entry from OMol25: a cluster of 2 separate species, ClH3OSi in total (the ωB97M-V functional and the def2-TZVPD basis).

Geometry as XYZ:
```
6
Properties=species:S:1:pos:R:3
O 1.0825 -1.4795 -0.0269
Si -0.8112 0.2873 0.2788
Cl -1.5229 -0.0424 2.0948
H 1.7972 -1.4843 0.5586
H -1.6970 -0.5399 -0.5538
H -0.0334 1.6095 -0.2116
```

The calculation puts the HOMO energy at -9.2 eV. The frontier orbital gap comes out at 0.3123 hartree. The total energy is -826.64776 a.u. As for the molar mass: 82.56 g mol⁻¹. Its largest force on an atom is 4.88 eV/Å. The calculation puts the energy relative to the best compared isomer or geometry (same formula, charge and spin) at 98.7 kcal/mol.

Atom-resolved charges from Löwdin, all expressed in e: O -0.4065; Si 0.3721; Cl 0.2790; H -0.1316; H -0.0809; H -0.0322

Entry 2:
Entry from OMol25: a structure of composition ClH4Li3O2 (the ωB97M-V functional and the def2-TZVPD basis).

Geometry as XYZ:
```
10
Properties=species:S:1:pos:R:3
Li -0.3083 2.2158 -1.8893
Li 0.2096 0.8812 3.0210
Li -0.0489 3.5024 1.3775
Cl -0.6000 1.4793 0.4843
O 1.3576 -1.6286 -0.4444
H 1.4565 -1.8293 -1.3875
H 1.5139 -0.6813 -0.3699
O -1.4641 -1.5848 -0.2356
H -0.4938 -1.7197 -0.3395
H -1.6225 -0.6349 -0.2166
```

The calculation puts the HOMO energy at -16.5 eV. The frontier orbital gap comes out at 0.2717 hartree. As for the charge: +2. The total energy is -635.16554 a.u. As for the molar mass: 92.31 g mol⁻¹. Its largest force on an atom is 1.25 eV/Å. The calculation puts the energy relative to the best compared isomer or geometry (same formula, charge and spin) at 13.5 kcal/mol.

Results of the Löwdin charge analysis, in e, for atoms 1 through 6: Li 0.8253; Li 0.8588; Li 0.7513; Cl -0.3044; O -0.0422; H 0.0806

Entry 3:
Entry from OMol25: the molecule ClH4N2OP (the ωB97M-V functional and the def2-TZVPD basis).

Geometry as XYZ:
```
9
Properties=species:S:1:pos:R:3
N 0.9966 0.8813 0.0892
N -0.3725 -1.2976 -0.6188
O -1.1993 0.3805 1.2969
P -0.6680 0.4335 -0.2398
Cl 0.4031 -1.3101 -2.2050
H 1.0272 1.6733 0.8993
H 1.6036 0.9161 -0.6470
H -1.2205 -1.9194 -0.5245
H -0.5702 0.2425 1.9497
```

The calculation puts the HOMO energy at -8.6 eV. The frontier orbital gap comes out at 0.3385 hartree. As for the SMILES: NP(O)NCl. The total energy is -988.67373 a.u. As for the molar mass: 114.47 g mol⁻¹. Its largest force on an atom is 6.24 eV/Å. The calculation puts the energy relative to the best compared isomer or geometry (same formula, charge and spin) at 73.5 kcal/mol.

Results of the Löwdin charge analysis, in e, for atoms 1 through 6: N -0.2055; N -0.6807; O -0.2967; P 0.6431; Cl 0.4339; H 0.1121

Entry 4:
Entry from OMol25: a cluster of 2 separate species, ClH4N2P in total (the ωB97M-V functional and the def2-TZVPD basis).

Geometry as XYZ:
```
8
Properties=species:S:1:pos:R:3
N -0.7231 1.1151 -1.3547
N -0.1292 -1.4147 0.8248
P 0.8788 -0.4930 -0.1762
Cl 1.6509 0.6749 1.2310
H -0.3514 1.8591 -0.7240
H 0.0412 1.0556 -2.1839
H -1.0153 -1.9317 0.6985
H -0.3520 -0.8654 1.6846
```

The calculation puts the HOMO energy (alpha / beta) at -8.3 / -8.3 eV. The frontier orbital gap (alpha / beta) comes out at 0.3028 / 0.3027 hartree. The total energy is -913.39663 a.u. As for the molar mass: 98.47 g mol⁻¹. Its largest force on an atom is 4.68 eV/Å. The calculation puts the energy relative to the best compared isomer or geometry (same formula, charge and spin) at 60.5 kcal/mol.

Results of the Löwdin charge analysis, in e, for atoms 1 through 6: N -0.2067; N -0.3454; P 0.4489; Cl 0.1770; H -0.1091; H -0.0351

Entry 5:
Entry from OMol25: the molecule ClH4NSi (the ωB97M-V functional and the def2-TZVPD basis).

Geometry as XYZ:
```
7
Properties=species:S:1:pos:R:3
N -0.4199 -0.9371 -0.2364
Si 0.8635 0.6224 -0.1665
Cl 2.6363 -0.3317 0.0795
H 0.1718 -1.5898 -0.7787
H -1.3968 -1.0672 -0.4446
H 0.2150 1.4283 0.8370
H 0.7666 1.1316 -1.4229
```

The calculation puts the HOMO energy at -9.1 eV. The frontier orbital gap comes out at 0.3631 hartree. As for the SMILES: N[SiH2]Cl. The total energy is -806.85310 a.u. As for the molar mass: 81.58 g mol⁻¹. Its largest force on an atom is 6.12 eV/Å. The calculation puts the energy relative to the best compared isomer or geometry (same formula, charge and spin) at 28.4 kcal/mol.

Results of the Löwdin charge analysis, in e, for atoms 1 through 6: N -0.1993; Si 0.2167; Cl 0.2641; H -0.0452; H -0.0311; H -0.0823

Entry 6:
Entry from OMol25: a cluster of 2 separate species, ClH4NSi in total (the ωB97M-V functional and the def2-TZVPD basis).

Geometry as XYZ:
```
7
Properties=species:S:1:pos:R:3
N 0.7752 -0.0530 -0.0241
Si -0.7194 0.1226 0.6056
Cl 1.7675 0.1430 -3.0454
H 1.3508 0.8960 -2.0714
H 1.2101 -0.8822 -0.4433
H -0.6046 1.2601 1.4224
H -2.0218 -0.6610 0.6177
```

The calculation puts the HOMO energy at -9.9 eV. The frontier orbital gap comes out at 0.3521 hartree. As for the SMILES: N=[SiH2].Cl. The total energy is -806.77430 a.u. As for the molar mass: 81.58 g mol⁻¹. Its largest force on an atom is 2.39 eV/Å. The calculation puts the energy relative to the best compared isomer or geometry (same formula, charge and spin) at 77.9 kcal/mol.

Results of the Löwdin charge analysis, in e, for atoms 1 through 6: N -0.2938; Si 0.6033; Cl 0.2439; H -0.2612; H -0.0707; H -0.1193

Please write out number 5 again, unchanged.
Entry from OMol25: the molecule ClH4NSi (the ωB97M-V functional and the def2-TZVPD basis).

Geometry as XYZ:
```
7
Properties=species:S:1:pos:R:3
N -0.4199 -0.9371 -0.2364
Si 0.8635 0.6224 -0.1665
Cl 2.6363 -0.3317 0.0795
H 0.1718 -1.5898 -0.7787
H -1.3968 -1.0672 -0.4446
H 0.2150 1.4283 0.8370
H 0.7666 1.1316 -1.4229
```

The calculation puts the HOMO energy at -9.1 eV. The frontier orbital gap comes out at 0.3631 hartree. As for the SMILES: N[SiH2]Cl. The total energy is -806.85310 a.u. As for the molar mass: 81.58 g mol⁻¹. Its largest force on an atom is 6.12 eV/Å. The calculation puts the energy relative to the best compared isomer or geometry (same formula, charge and spin) at 28.4 kcal/mol.

Results of the Löwdin charge analysis, in e, for atoms 1 through 6: N -0.1993; Si 0.2167; Cl 0.2641; H -0.0452; H -0.0311; H -0.0823

Copy entry 4 word for word.
Entry from OMol25: a cluster of 2 separate species, ClH4N2P in total (the ωB97M-V functional and the def2-TZVPD basis).

Geometry as XYZ:
```
8
Properties=species:S:1:pos:R:3
N -0.7231 1.1151 -1.3547
N -0.1292 -1.4147 0.8248
P 0.8788 -0.4930 -0.1762
Cl 1.6509 0.6749 1.2310
H -0.3514 1.8591 -0.7240
H 0.0412 1.0556 -2.1839
H -1.0153 -1.9317 0.6985
H -0.3520 -0.8654 1.6846
```

The calculation puts the HOMO energy (alpha / beta) at -8.3 / -8.3 eV. The frontier orbital gap (alpha / beta) comes out at 0.3028 / 0.3027 hartree. The total energy is -913.39663 a.u. As for the molar mass: 98.47 g mol⁻¹. Its largest force on an atom is 4.68 eV/Å. The calculation puts the energy relative to the best compared isomer or geometry (same formula, charge and spin) at 60.5 kcal/mol.

Results of the Löwdin charge analysis, in e, for atoms 1 through 6: N -0.2067; N -0.3454; P 0.4489; Cl 0.1770; H -0.1091; H -0.0351